(1)
Here is 3 unconnected molecules or ions with the total composition C18H50ClFN8O3P3 at a distorted geometry from the OMol25 dataset. Energies are from ωB97M-V/def2-TZVPD.

molecular weight = 574.0 g mol⁻¹
spin multiplicity = 1
total charge = +1
E_HOMO = -9.782 eV
Kohn-Sham gap = 6.923 eV
total energy = -2963.276076 a.u.

CARTESIAN COORDINATES (ANGSTROEM)
O 0.98122 1.67179 -3.15876
P 2.23527 0.79404 -2.40446
Cl 3.26317 -0.14411 -3.98210
C 1.36825 -0.52361 -1.31216
C 1.45779 0.07727 0.16069
C 0.42943 1.22833 0.41004
F -0.79017 0.58715 0.78782
C 2.14515 -1.89629 -1.27545
N 1.35507 -3.06710 -1.74617
C 0.56144 -2.80067 -2.97179
C -0.15914 -1.40388 -2.99701
N -0.08008 -0.66614 -1.69364
H 1.42318 2.23023 -3.82054
H 2.48684 0.49731 0.26282
H 1.27977 -0.71633 0.93225
H 0.21296 1.84679 -0.49533
H 0.74057 1.84429 1.28549
H 3.11879 -1.87561 -1.83394
H 2.41783 -2.10873 -0.20599
H 2.05578 -3.75120 -2.04195
H 1.14436 -2.93494 -3.92154
H -0.25561 -3.57393 -3.00292
H 0.26959 -0.77636 -3.81406
H -1.23877 -1.58494 -3.23892
H -0.53702 0.24246 -1.86079
H -0.64814 -1.12437 -0.96223
O 2.56971 3.95715 1.94865
P 2.55478 5.15401 0.97572
N 3.97087 5.88161 1.58592
C 4.12236 6.81647 2.67894
C 5.23483 5.25572 1.21993
N 1.05095 5.76518 1.55158
C 0.78573 7.06804 2.13289
C 0.16755 4.79910 2.21221
N 2.48233 6.43097 -0.28530
C 2.66762 5.83537 -1.61841
C 3.14606 7.72324 -0.27430
H 4.84683 7.59172 2.40518
H 4.46940 6.32687 3.59676
H 3.20663 7.34813 2.91784
H 5.57104 5.61789 0.23843
H 5.13867 4.16797 1.16203
H 6.02775 5.46686 1.93818
H 1.15757 7.14308 3.15961
H -0.29144 7.25590 2.17394
H 1.17264 7.89358 1.54027
H 0.47893 4.60528 3.24594
H 0.14898 3.85956 1.66790
H -0.86366 5.16079 2.23021
H 3.71171 5.54313 -1.78274
H 2.36701 6.52228 -2.41347
H 2.04788 4.93539 -1.71910
H 4.22664 7.65000 -0.44613
H 2.98688 8.28037 0.64558
H 2.72873 8.34873 -1.06956
O -2.51407 -4.27704 -1.30815
P -3.41954 -5.27977 -0.56581
N -3.88454 -4.20151 0.67358
C -3.24102 -3.92875 1.93832
C -4.84276 -3.16541 0.31082
N -2.15325 -6.38747 -0.20606
C -1.71669 -6.84552 1.09902
C -0.97152 -6.31976 -1.07229
N -4.57184 -6.48977 0.08832
C -5.63612 -6.75732 -0.89514
C -5.16531 -6.51826 1.41377
H -3.99631 -3.83919 2.72703
H -2.65493 -3.00021 1.91371
H -2.57836 -4.72534 2.26216
H -5.86836 -3.55231 0.37655
H -4.68160 -2.81424 -0.71260
H -4.77830 -2.29170 0.96122
H -1.13772 -6.08234 1.62996
H -1.06707 -7.72023 0.99910
H -2.53041 -7.19499 1.73003
H -0.31381 -5.48432 -0.79599
H -1.26291 -6.21016 -2.11389
H -0.39039 -7.24363 -1.01382
H -6.34072 -5.92011 -0.95652
H -6.19191 -7.66559 -0.65175
H -5.20209 -6.90322 -1.89132
H -5.93319 -5.74822 1.55487
H -4.43579 -6.41928 2.21415
H -5.64200 -7.49022 1.57266

=====

(2)
Here is 6 unconnected molecules or ions with the total composition C18H51N3O9 at a distorted geometry from the OMol25 dataset. Energies are from ωB97M-V/def2-TZVPD.

SMILES = COCCNCCOC.COCCNCCOC.COCCNCCOC.O.O.O
molecular weight = 453.6 g mol⁻¹
ΔE to the lowest compared entry with this formula, charge and spin = 201.9 kJ/mol
spin multiplicity = 1
total charge = 0
E_HOMO = -8.534 eV
Kohn-Sham gap = 8.604 eV
total energy = -1557.646376 a.u.

CARTESIAN COORDINATES (ANGSTROEM)
O -0.19434 2.92612 -0.02312
H -0.02635 2.01348 0.21164
H 0.11648 3.42872 0.72988
O 2.60782 0.35959 3.10005
H 2.73428 -0.45662 3.58383
H 3.43342 0.83209 3.20658
O 0.86724 0.63853 0.92410
H 1.03314 -0.18736 0.46954
H 1.51584 0.65968 1.62774
C 0.91184 5.06754 2.78562
O 1.50276 4.69030 1.56981
C 2.29286 5.78422 1.06734
C 2.89666 5.31085 -0.25552
N 4.08960 4.46249 -0.05415
C 3.92927 3.10036 0.43706
C 5.09149 2.20375 0.07795
O 4.86954 1.93477 -1.34391
C 5.87142 1.10248 -1.90647
H 1.56226 5.45855 3.56803
H 0.51349 4.14978 3.21821
H 0.12555 5.81481 2.67871
H 3.09998 6.05745 1.74705
H 1.67120 6.65490 0.85866
H 3.33066 6.14104 -0.81277
H 2.20129 4.85089 -0.95767
H 4.62258 4.92439 0.66882
H 2.98687 2.62930 0.15761
H 3.78469 3.05796 1.51659
H 4.93973 1.30494 0.67563
H 6.03197 2.67625 0.36140
H 5.75756 1.12031 -2.99036
H 5.70654 0.03987 -1.72823
H 6.86390 1.49409 -1.68350
C -0.09152 -1.80305 3.34303
O -1.51022 -1.54636 3.22372
C -2.18338 -2.46557 2.38747
C -3.45418 -1.76227 1.78447
N -3.97283 -2.45082 0.65737
C -4.88545 -3.48994 1.11972
C -5.42209 -4.43392 -0.00534
O -6.39166 -3.74320 -0.82762
C -6.66431 -4.40737 -2.01705
H -0.00872 -2.70782 3.94523
H 0.46102 -1.03854 3.88922
H 0.40333 -1.94951 2.38294
H -2.36165 -3.36971 2.96958
H -1.48253 -2.76938 1.60991
H -3.12635 -0.78964 1.41758
H -4.24843 -1.61336 2.51597
H -4.52747 -1.80591 0.11279
H -5.78839 -3.09976 1.58936
H -4.34970 -4.15762 1.79445
H -5.78411 -5.32417 0.50895
H -4.49596 -4.69345 -0.51820
H -7.58494 -3.93828 -2.36418
H -6.97698 -5.41839 -1.75595
H -5.87284 -4.35550 -2.76470
C -2.12093 1.45816 -3.96655
O -1.30042 0.38447 -4.43554
C -1.76570 -0.89322 -4.00602
C -1.69907 -1.18965 -2.48722
N -0.50348 -1.87374 -2.12556
C -0.51009 -2.33290 -0.74536
C 0.96135 -2.60802 -0.43317
O 1.72237 -1.44364 -0.60194
C 3.09537 -1.65477 -0.35425
H -3.15400 1.27394 -4.26138
H -1.93744 2.32721 -4.59837
H -2.11217 1.73263 -2.91171
H -1.21276 -1.65861 -4.55057
H -2.80727 -0.97925 -4.31559
H -2.52304 -1.86195 -2.24810
H -1.85250 -0.26032 -1.93866
H 0.32110 -1.31299 -2.28593
H -1.09717 -3.25001 -0.69690
H -0.90443 -1.61855 -0.02266
H 1.35010 -3.28988 -1.18950
H 1.12801 -3.07974 0.53523
H 3.66711 -2.03083 -1.20265
H 3.30081 -2.27499 0.51823
H 3.53272 -0.67529 -0.16070

=====

(3)
Here is a molecular structure, C18H52CaF3O17S at a distorted geometry from the OMol25 dataset. Energies are from ωB97M-V/def2-TZVPD.

molecular weight = 669.7 g mol⁻¹
spin multiplicity = 1
total charge = +1
E_HOMO = -11.021 eV
Kohn-Sham gap = 5.439 eV
total energy = -3371.156545 a.u.

CARTESIAN COORDINATES (ANGSTROEM)
Ca 27.00059 -22.55458 7.47733
C 26.50503 -20.85686 12.15729
F 26.15129 -22.14698 12.23643
F 25.82678 -20.27533 13.14823
F 27.82655 -20.67498 12.29596
S 25.96787 -20.26131 10.42247
O 26.51335 -21.20902 9.42258
O 24.51930 -20.06832 10.40543
O 26.69875 -19.01169 10.31806
C 30.85802 -19.80717 12.87278
O 31.18260 -18.49854 13.05025
H 31.24188 -20.32268 11.99244
H 31.36866 -20.31278 13.69235
H 29.77702 -19.90418 12.97335
H 30.75393 -18.02006 12.33690
C 23.67474 -23.00965 14.29233
C 22.88140 -21.75322 14.70291
O 23.19541 -21.44846 16.02423
O 23.00155 -24.17676 14.57655
H 24.62637 -22.98840 14.82341
H 23.85087 -22.99747 13.21672
H 21.81890 -21.92473 14.53037
H 23.16384 -20.88129 14.11293
H 22.76402 -22.18661 16.46085
H 23.45042 -24.83675 14.04313
C 21.06327 -20.51740 10.15423
C 20.54984 -20.67652 11.62302
O 19.79913 -21.87342 11.76519
O 21.72662 -19.31174 10.09366
H 20.24619 -20.72971 9.46474
H 21.77267 -21.32882 9.99164
H 19.83393 -19.86670 11.76365
H 21.35557 -20.64665 12.35650
H 19.16888 -21.83131 12.48812
H 22.65191 -19.53556 10.21749
C 28.72277 -23.25350 10.00268
C 29.66807 -22.35718 9.11460
O 28.91672 -21.44235 8.30851
O 27.62260 -23.82773 9.31357
H 28.23488 -22.61417 10.73843
H 29.23470 -24.05104 10.54118
H 30.40531 -22.88493 8.50960
H 30.25930 -21.82475 9.85963
H 29.07764 -20.52077 8.52393
H 27.30356 -24.58321 9.81262
C 27.04308 -25.84995 12.72351
C 25.75148 -25.36767 13.48620
O 24.64778 -26.29012 13.49500
O 26.87197 -25.69866 11.30104
H 27.41224 -26.84253 12.98159
H 27.86828 -25.17115 12.93888
H 25.34542 -24.51112 12.94811
H 26.11810 -25.16660 14.49281
H 25.04660 -27.16020 13.56895
H 26.34234 -26.39869 10.91240
C 29.93356 -17.25387 10.00869
C 30.32698 -18.37718 9.13679
O 29.32423 -18.81269 8.20689
O 29.07529 -17.63855 11.04494
H 29.57880 -16.46161 9.34947
H 30.88317 -16.91800 10.42524
H 30.78858 -19.15180 9.74917
H 31.12874 -18.02530 8.48759
H 29.32443 -18.18980 7.47639
H 28.32400 -18.11155 10.67965
C 27.48266 -21.75222 15.53111
C 27.39564 -22.90769 16.48244
O 27.42564 -22.50076 17.90230
H 27.60320 -21.99772 14.47598
H 28.23645 -21.03102 15.84697
H 26.50752 -21.26558 15.51085
H 28.21932 -23.59357 16.28437
H 26.48044 -23.47239 16.30461
H 26.53685 -22.39984 18.25083
C 27.49217 -17.58883 14.20195
C 26.74286 -16.42786 13.56169
O 27.66928 -15.76823 12.65833
H 27.77365 -18.34260 13.46663
H 26.75429 -18.08585 14.83171
H 28.40729 -17.30744 14.72299
H 26.45511 -15.79190 14.39886
H 25.85178 -16.82312 13.07399
H 28.04840 -16.40173 12.04470
C 24.20087 -17.05163 8.86390
C 25.13706 -16.02054 9.45059
O 26.42934 -16.51028 9.32755
H 24.60105 -17.44695 7.93026
H 23.20712 -16.63436 8.70124
H 24.00012 -17.91419 9.49933
H 24.89293 -15.81127 10.49208
H 25.06786 -15.08910 8.88869
H 26.52829 -17.26788 9.90880